#i
Here is 10 unconnected molecules or ions with the total composition C46H122N10O13 from the OMol25 dataset. Energies are from wB97M-V/def2-TZVPD.

As for the HOMO-LUMO gap: 8.5 eV. The SMILES is COC[C@H](C)N.COC[C@H](C)N.COC[C@H](C)N.COC[C@H](C)N.COC[C@H](C)N.COC[C@H](C)N.COC[C@H](C)N.COCCNCCOC.COCCNCCOC.COCCNCCOC.

```
191
C46H122N10O13 | the OMol25 dataset | wB97M-V/def2-TZVPD
C 3.69 -9.04 -5.35
O 2.85 -8.27 -4.54
C 2.43 -8.96 -3.39
C 1.81 -7.99 -2.41
C 1.42 -8.61 -1.10
N 0.62 -7.27 -2.98
H 3.14 -9.82 -5.90
H 4.52 -9.45 -4.78
H 4.16 -8.37 -6.08
H 1.65 -9.71 -3.64
H 3.26 -9.52 -2.92
H 2.53 -7.18 -2.18
H 1.02 -7.87 -0.41
H 2.19 -9.22 -0.62
H 0.58 -9.31 -1.26
H -0.03 -8.01 -3.26
H 0.95 -6.91 -3.88
C 2.32 -18.82 4.05
O 2.82 -17.71 3.33
C 4.23 -17.64 3.34
C 4.66 -16.69 2.23
C 6.14 -16.86 1.90
N 4.39 -15.30 2.57
H 1.24 -18.71 4.11
H 2.74 -18.86 5.06
H 2.54 -19.75 3.52
H 4.62 -17.16 4.26
H 4.66 -18.65 3.35
H 4.10 -17.00 1.34
H 6.40 -17.85 1.52
H 6.81 -16.68 2.75
H 6.40 -16.14 1.12
H 3.55 -15.26 3.14
H 5.17 -14.95 3.12
C -0.46 -10.05 7.19
O -1.18 -9.53 6.11
C -1.27 -8.10 6.18
C -2.27 -7.66 5.14
C -2.11 -6.17 4.88
N -3.68 -7.94 5.48
H -1.03 -9.90 8.12
H 0.53 -9.58 7.30
H -0.27 -11.11 7.07
H -1.52 -7.77 7.19
H -0.28 -7.71 5.88
H -2.11 -8.20 4.20
H -2.98 -5.77 4.36
H -1.25 -5.98 4.22
H -1.86 -5.61 5.78
H -3.93 -7.34 6.27
H -3.71 -8.88 5.86
C 1.66 -6.39 2.08
O 1.52 -4.99 1.85
C 1.14 -4.61 0.53
C 2.23 -4.83 -0.49
C 3.43 -3.95 -0.14
N 1.70 -4.53 -1.82
H 2.38 -6.85 1.39
H 0.68 -6.88 2.06
H 2.06 -6.49 3.09
H 0.19 -5.10 0.28
H 0.94 -3.54 0.64
H 2.55 -5.88 -0.39
H 3.13 -2.91 -0.01
H 4.22 -3.97 -0.90
H 3.82 -4.32 0.81
H 2.44 -4.55 -2.53
H 1.18 -5.35 -2.12
C -5.96 -15.88 -1.29
O -4.61 -16.23 -1.09
C -3.87 -15.22 -0.42
C -2.58 -15.84 0.07
C -1.75 -14.94 0.95
N -1.71 -16.27 -1.04
H -6.03 -14.97 -1.91
H -6.56 -15.80 -0.38
H -6.39 -16.71 -1.86
H -3.67 -14.42 -1.15
H -4.44 -14.78 0.41
H -2.79 -16.76 0.63
H -0.85 -15.46 1.31
H -2.10 -14.69 1.96
H -1.34 -14.06 0.45
H -2.25 -16.81 -1.72
H -1.36 -15.45 -1.53
C -5.29 -8.64 1.99
O -4.40 -9.61 1.49
C -4.65 -9.96 0.17
C -3.77 -11.12 -0.24
C -2.34 -10.86 0.15
N -3.86 -11.39 -1.69
H -6.34 -8.97 1.90
H -5.12 -7.67 1.53
H -5.13 -8.55 3.07
H -5.70 -10.30 0.03
H -4.51 -9.12 -0.53
H -4.09 -12.03 0.28
H -1.69 -11.69 -0.12
H -2.33 -10.85 1.25
H -2.07 -9.86 -0.17
H -3.65 -10.51 -2.16
H -4.84 -11.53 -1.93
C -1.42 -16.52 -7.65
O -0.90 -17.13 -6.51
C -0.56 -16.20 -5.50
C 0.38 -16.84 -4.52
C 0.95 -15.83 -3.53
N 1.50 -17.52 -5.21
H -2.22 -15.80 -7.43
H -1.76 -17.30 -8.34
H -0.64 -15.96 -8.20
H -0.16 -15.26 -5.90
H -1.50 -15.94 -4.99
H -0.15 -17.60 -3.94
H 1.80 -15.32 -3.98
H 1.35 -16.32 -2.64
H 0.25 -15.05 -3.22
H 1.73 -18.36 -4.70
H 1.15 -17.84 -6.11
C 5.36 -10.55 -1.03
O 5.91 -9.38 -1.53
C 4.88 -8.52 -1.98
C 5.34 -7.08 -1.96
N 4.36 -6.29 -2.71
C 4.64 -5.99 -4.12
C 4.85 -4.52 -4.30
O 3.82 -3.84 -3.64
C 3.84 -2.45 -3.76
H 6.09 -11.14 -0.47
H 4.99 -11.24 -1.80
H 4.54 -10.33 -0.33
H 4.00 -8.63 -1.33
H 4.54 -8.82 -2.98
H 6.31 -7.01 -2.48
H 5.45 -6.67 -0.96
H 4.05 -5.48 -2.21
H 3.73 -6.28 -4.65
H 5.48 -6.59 -4.45
H 4.95 -4.21 -5.35
H 5.82 -4.21 -3.85
H 4.83 -2.04 -3.50
H 3.13 -2.07 -3.02
H 3.62 -2.08 -4.76
C 4.82 -17.51 -2.19
O 5.64 -16.38 -2.16
C 5.13 -15.32 -1.38
C 6.23 -14.40 -0.94
N 6.62 -13.49 -2.06
C 8.04 -13.13 -2.07
C 8.91 -14.24 -2.63
O 8.52 -14.44 -4.00
C 9.45 -13.89 -4.92
H 3.94 -17.39 -2.83
H 4.54 -17.81 -1.17
H 5.39 -18.34 -2.60
H 4.63 -15.74 -0.49
H 4.37 -14.71 -1.89
H 7.08 -14.92 -0.48
H 5.75 -13.76 -0.19
H 6.41 -13.98 -2.92
H 8.35 -12.88 -1.05
H 8.15 -12.28 -2.74
H 8.72 -15.23 -2.20
H 9.99 -14.06 -2.59
H 9.03 -14.00 -5.92
H 10.38 -14.47 -4.90
H 9.69 -12.85 -4.68
C -0.89 -11.45 3.55
O 0.34 -11.10 3.01
C 1.00 -10.06 3.66
C 2.06 -9.43 2.76
N 2.60 -10.31 1.70
C 1.68 -10.63 0.58
C 1.95 -12.02 0.03
O 1.14 -13.02 0.63
C 1.68 -14.25 0.31
H -0.79 -11.96 4.52
H -1.34 -12.23 2.94
H -1.59 -10.61 3.60
H 1.49 -10.41 4.59
H 0.29 -9.30 4.01
H 2.94 -9.23 3.37
H 1.78 -8.54 2.19
H 3.01 -11.16 2.04
H 1.86 -9.93 -0.24
H 0.64 -10.54 0.88
H 3.01 -12.30 -0.04
H 1.71 -12.00 -1.06
H 0.97 -15.07 0.43
H 2.61 -14.55 0.81
H 1.93 -14.30 -0.77
```

#ii
Here is 10 unconnected molecules or ions with the total composition C46H122N10O13 from the OMol25 dataset. Energies are from wB97M-V/def2-TZVPD.

As for the HOMO-LUMO gap: 9.4 eV. The SMILES is COC[C@H](C)N.COC[C@H](C)N.COC[C@H](C)N.COC[C@H](C)N.COC[C@H](C)N.COC[C@H](C)N.COC[C@H](C)N.COCCNCCOC.COCCNCCOC.COCCNCCOC.

```
191
C46H122N10O13 | the OMol25 dataset | wB97M-V/def2-TZVPD
C -3.44 1.21 6.80
O -3.65 2.33 6.05
C -2.78 3.37 6.35
C -1.17 3.23 6.30
C -0.66 4.62 6.52
N -0.83 2.94 4.91
H -2.41 0.91 6.99
H -3.82 0.38 6.21
H -4.02 1.34 7.71
H -2.92 4.19 5.65
H -3.14 3.78 7.29
H -0.75 2.49 6.99
H -1.31 5.35 6.04
H 0.36 4.73 6.17
H -0.82 4.94 7.55
H 0.10 3.33 4.80
H -1.33 3.58 4.32
C -5.62 13.18 2.42
O -6.18 13.43 3.70
C -5.29 13.63 4.80
C -5.73 14.62 5.85
C -4.85 14.48 7.09
N -7.09 14.60 6.29
H -6.46 12.92 1.78
H -5.06 12.24 2.44
H -4.98 13.98 2.04
H -5.02 12.68 5.27
H -4.32 13.97 4.43
H -5.47 15.60 5.45
H -3.82 14.75 6.86
H -4.94 13.62 7.74
H -5.10 15.31 7.75
H -7.48 15.51 6.09
H -7.55 13.90 5.74
C -5.31 -12.28 -3.51
O -4.35 -11.37 -2.90
C -4.92 -10.46 -1.90
C -5.50 -9.25 -2.61
C -4.44 -8.63 -3.56
N -5.88 -8.32 -1.49
H -5.76 -11.89 -4.42
H -6.14 -12.69 -2.93
H -4.77 -13.13 -3.92
H -5.68 -10.93 -1.27
H -4.07 -10.30 -1.24
H -6.42 -9.36 -3.17
H -4.34 -9.33 -4.40
H -3.51 -8.64 -3.00
H -4.84 -7.69 -3.92
H -5.01 -8.22 -0.98
H -6.43 -8.62 -0.69
C -11.93 -3.01 2.48
O -12.13 -3.13 1.07
C -12.62 -1.92 0.49
C -11.42 -1.30 -0.18
C -11.89 -0.03 -0.97
N -10.67 -2.03 -1.16
H -12.93 -3.02 2.93
H -11.35 -2.13 2.78
H -11.17 -3.74 2.76
H -13.40 -2.05 -0.26
H -13.04 -1.17 1.16
H -10.81 -0.91 0.64
H -12.75 -0.15 -1.63
H -11.05 0.36 -1.55
H -12.19 0.73 -0.25
H -10.16 -2.80 -0.74
H -11.18 -2.52 -1.88
C 7.28 -9.97 5.39
O 6.14 -10.04 4.55
C 5.72 -11.33 4.10
C 4.44 -11.52 3.43
C 3.20 -11.49 4.39
N 4.47 -12.79 2.78
H 7.38 -10.63 6.24
H 7.23 -8.95 5.77
H 8.15 -10.11 4.74
H 6.53 -11.72 3.48
H 5.74 -12.00 4.96
H 4.17 -10.70 2.76
H 3.08 -10.52 4.86
H 3.38 -12.25 5.15
H 2.23 -11.68 3.93
H 3.58 -12.91 2.32
H 5.23 -12.89 2.12
C 1.57 -3.55 -5.40
O 0.43 -3.13 -6.15
C 0.49 -1.83 -6.66
C -0.95 -1.54 -7.00
C -1.39 -0.16 -7.56
N -1.82 -1.78 -5.89
H 1.56 -4.64 -5.43
H 1.72 -3.11 -4.42
H 2.58 -3.29 -5.72
H 0.70 -1.05 -5.92
H 1.01 -1.74 -7.61
H -1.28 -2.29 -7.72
H -2.48 -0.11 -7.55
H -1.14 -0.09 -8.62
H -1.01 0.78 -7.15
H -1.53 -2.61 -5.39
H -1.53 -1.23 -5.10
C 8.67 2.86 -0.09
O 7.38 3.19 -0.54
C 6.33 2.40 0.15
C 4.89 3.08 0.00
C 4.45 3.68 -1.40
N 4.91 4.20 0.97
H 9.36 3.47 -0.67
H 8.96 1.82 -0.24
H 8.74 2.89 1.00
H 6.40 1.39 -0.25
H 6.52 2.19 1.20
H 4.21 2.29 0.32
H 3.51 3.18 -1.63
H 5.00 3.54 -2.34
H 4.20 4.72 -1.19
H 4.90 5.01 0.37
H 5.68 4.37 1.59
C -3.23 4.36 -0.84
O -3.33 3.07 -0.25
C -3.82 2.29 -1.27
C -4.26 1.01 -0.63
N -3.10 0.21 -0.40
C -3.48 -1.06 0.21
C -2.14 -1.75 0.67
O -2.40 -3.13 0.91
C -1.32 -3.92 0.51
H -2.87 4.45 -1.87
H -2.48 4.88 -0.25
H -4.14 4.96 -0.85
H -3.10 2.19 -2.08
H -4.64 2.66 -1.88
H -4.92 0.45 -1.29
H -4.71 1.43 0.27
H -2.66 0.50 0.46
H -3.99 -1.77 -0.45
H -4.12 -0.88 1.08
H -1.72 -1.33 1.58
H -1.33 -1.60 -0.04
H -1.22 -3.97 -0.57
H -1.64 -4.92 0.80
H -0.37 -3.87 1.05
C 6.04 -4.78 2.79
O 7.10 -3.95 2.46
C 8.34 -4.49 2.31
C 8.46 -5.09 0.88
N 8.33 -6.55 0.88
C 7.80 -7.21 -0.31
C 8.76 -7.31 -1.59
O 8.00 -7.55 -2.75
C 7.79 -8.94 -2.90
H 5.15 -4.28 3.16
H 6.26 -5.49 3.59
H 5.71 -5.37 1.94
H 8.69 -5.15 3.10
H 8.90 -3.55 2.33
H 9.21 -4.78 0.15
H 7.60 -4.69 0.34
H 7.52 -6.78 1.44
H 6.91 -6.74 -0.72
H 7.51 -8.20 0.06
H 9.65 -7.93 -1.43
H 9.16 -6.30 -1.64
H 8.74 -9.46 -3.07
H 7.23 -9.22 -3.79
H 7.30 -9.41 -2.05
C 8.03 8.85 -1.61
O 7.05 9.67 -2.32
C 6.58 9.13 -3.52
C 5.45 10.13 -3.95
N 4.18 9.49 -4.41
C 3.40 10.57 -5.06
C 2.14 10.01 -5.79
O 2.69 8.89 -6.51
C 1.96 8.36 -7.62
H 8.79 8.52 -2.32
H 7.43 7.98 -1.32
H 8.50 9.24 -0.70
H 6.28 8.14 -3.18
H 7.43 9.11 -4.20
H 5.90 10.69 -4.77
H 5.40 10.95 -3.23
H 4.36 8.89 -5.21
H 4.01 11.18 -5.73
H 3.26 11.31 -4.28
H 1.75 10.82 -6.40
H 1.37 9.66 -5.10
H 1.71 9.19 -8.28
H 1.10 7.75 -7.33
H 2.67 7.80 -8.23
```

It is #ii that is the least stable of them.

#i
Here is 2 unconnected molecules or ions with the total composition C7H10N3S from the OMol25 dataset. Energies are from wB97M-V/def2-TZVPD.

As for the HOMO-LUMO gap: 8.9 eV. Its net charge is +1.

```
21
C7H10N3S | the OMol25 dataset | wB97M-V/def2-TZVPD
C -2.96 -1.55 0.25
C -3.30 -0.31 -0.16
C -1.07 -0.37 0.01
C 2.54 0.27 0.81
C 2.69 -1.07 0.80
C 1.14 -0.25 -0.88
C 1.37 2.12 -0.33
N -1.59 -1.56 0.34
N -2.13 0.39 -0.31
N 1.72 0.73 -0.18
S 1.78 -1.78 -0.48
H -3.56 -2.40 0.48
H -4.26 0.13 -0.36
H 3.00 0.96 1.49
H 3.29 -1.67 1.46
H 0.64 -0.07 -1.82
H 1.00 2.30 -1.34
H 0.59 2.39 0.38
H 2.25 2.74 -0.16
H -2.08 1.35 -0.60
H -1.05 -2.36 0.62
```

#ii
Here is a gas-phase ion, C7H10N3S (charge +1) from the OMol25 dataset. Energies are from wB97M-V/def2-TZVPD.

As for the HOMO-LUMO gap (spin up / spin down): 5.7 / 7.4 eV. Its net charge is +1.

```
21
C7H10N3S | the OMol25 dataset | wB97M-V/def2-TZVPD
C 1.04 -1.56 0.91
C -0.33 -1.45 0.74
C 1.96 -1.08 0.01
C -1.68 2.23 0.31
C -0.78 -0.49 -0.11
C 1.39 -0.42 -1.23
C 0.63 1.61 0.06
N -0.50 2.41 0.44
N -1.99 -0.09 -0.57
N 0.23 0.46 -0.82
S -3.42 -0.86 -0.04
H 1.31 -2.17 1.75
H -0.91 -2.12 1.21
H 3.06 -1.11 0.23
H -2.68 2.57 0.47
H 2.11 0.43 -1.47
H 1.39 -1.10 -2.06
H 1.42 2.08 -0.44
H 0.79 1.19 1.09
H -0.18 0.94 -1.61
H -2.84 -1.47 1.13
```

It is #ii that is the least stable of them.